Entry 1:
DFT (wB97M-V/def2-TZVPD) results for C12H36BeNO15 as an isolated structure.

Atoms and positions in Å:
Be (2.64, 0.46, 2.36)
N (0.13, 0.44, 0.38)
O (-0.85, 0.25, -0.25)
O (0.50, 1.60, 0.61)
O (0.89, -0.41, 0.76)
C (-1.59, 5.25, 2.43)
C (-0.76, 4.07, 3.09)
O (-1.17, 2.74, 2.80)
O (-1.12, 5.51, 1.12)
H (-1.59, 6.12, 3.08)
H (-2.66, 5.02, 2.40)
H (-0.49, 4.19, 4.13)
H (0.16, 4.05, 2.50)
H (-1.06, 2.77, 1.85)
H (-0.94, 4.64, 0.74)
C (-3.56, 2.80, -1.61)
C (-2.04, 3.31, -1.79)
O (-1.40, 3.33, -0.48)
O (-4.13, 2.77, -2.84)
H (-3.91, 3.58, -0.94)
H (-3.53, 1.79, -1.19)
H (-2.07, 4.33, -2.17)
H (-1.39, 2.82, -2.52)
H (-0.86, 2.54, -0.51)
H (-5.09, 2.76, -2.76)
C (4.57, -0.46, -2.07)
C (3.27, -0.02, -1.38)
O (3.45, 0.70, -0.15)
O (5.21, -1.61, -1.35)
H (5.28, 0.32, -2.36)
H (4.21, -0.89, -3.00)
H (2.72, -0.90, -1.04)
H (2.62, 0.59, -2.01)
H (3.43, 1.66, -0.18)
H (4.64, -2.39, -1.36)
C (3.29, -3.12, 1.54)
C (2.57, -3.63, 0.26)
O (3.46, -3.57, -0.82)
O (3.52, -1.70, 1.35)
H (4.21, -3.69, 1.67)
H (2.59, -3.25, 2.37)
H (1.56, -3.32, -0.01)
H (2.45, -4.71, 0.40)
H (3.20, -4.14, -1.55)
H (4.29, -1.61, 0.79)
C (-1.00, -2.24, 3.03)
C (-1.48, -3.18, 1.80)
O (-1.51, -4.55, 2.21)
O (0.10, -2.93, 3.63)
H (-1.85, -2.19, 3.71)
H (-0.81, -1.23, 2.67)
H (-0.88, -3.15, 0.89)
H (-2.49, -2.83, 1.58)
H (-2.36, -4.51, 2.66)
H (-0.34, -3.69, 4.02)
C (-2.55, -1.73, -2.37)
C (-1.56, -1.16, -3.40)
O (-1.97, -0.04, -4.16)
O (-3.16, -0.53, -1.71)
H (-2.20, -2.53, -1.71)
H (-3.34, -2.30, -2.86)
H (-1.03, -1.90, -4.00)
H (-0.84, -0.57, -2.83)
H (-2.89, 0.16, -3.97)
H (-2.48, 0.11, -1.48)

Highest occupied orbital energy (spin up / spin down) (eV): -9.25 / -9.31
2S+1: 2

The net atomic charges from natural (NBO), expressed in e, are: 0.909, 0.741, -0.491, -0.604, -0.565, -0.100, -0.105, -0.721, -0.731, 0.174, 0.163, 0.177, 0.159, 0.475, 0.488, -0.075, -0.082, -0.781, -0.720, 0.168, 0.163, 0.175, 0.177, 0.502, 0.473, -0.094, -0.099, -0.789, -0.774, 0.199, 0.173, 0.208, 0.188, 0.492, 0.496, -0.092, -0.086, -0.762, -0.787, 0.189, 0.219, 0.193, 0.166, 0.490, 0.507, -0.093, -0.095, -0.715, -0.725, 0.152, 0.200, 0.179, 0.162, 0.461, 0.474, -0.097, -0.101, -0.731, -0.754, 0.184, 0.176, 0.171, 0.176, 0.484, 0.488

***

Entry 2:
DFT (wB97M-V/def2-TZVPD) results for C28H47N4O4PdSi as an isolated structure.

Atoms and positions in Å:
Pd (0.40, 0.34, -0.37)
C (2.37, -3.74, -0.86)
N (2.49, -2.46, -0.19)
C (1.56, -2.19, 0.90)
C (3.10, -1.38, -0.75)
O (2.88, -0.24, -0.37)
N (4.00, -1.65, -1.81)
C (4.37, -0.45, -2.53)
C (5.16, -2.45, -1.45)
H (1.31, -4.01, -0.94)
H (2.88, -4.54, -0.30)
H (2.78, -3.68, -1.86)
H (1.00, -3.10, 1.10)
H (0.84, -1.40, 0.60)
H (2.07, -1.86, 1.80)
H (3.48, 0.13, -2.78)
H (4.89, -0.74, -3.45)
H (5.03, 0.20, -1.94)
H (4.87, -3.32, -0.87)
H (5.89, -1.87, -0.87)
H (5.65, -2.80, -2.36)
C (-1.23, 1.19, 3.33)
O (0.00, 1.02, 2.65)
H (-1.26, 2.13, 3.90)
H (-1.36, 0.37, 4.05)
H (-2.07, 1.19, 2.64)
H (-0.13, 1.39, 1.75)
C (-1.56, -0.16, -2.83)
N (-1.75, -1.54, -3.23)
C (-2.38, -1.73, -4.52)
C (-1.99, -3.06, -5.12)
C (-2.30, -4.15, -4.13)
N (-1.68, -3.86, -2.86)
C (-1.55, -4.96, -1.94)
C (-1.42, -2.57, -2.39)
O (-0.91, -2.41, -1.29)
H (-0.88, 0.33, -3.54)
H (-1.13, -0.05, -1.83)
H (-2.51, 0.38, -2.85)
H (-2.06, -0.91, -5.16)
H (-3.47, -1.66, -4.43)
H (-0.91, -3.06, -5.33)
H (-2.52, -3.23, -6.06)
H (-1.93, -5.12, -4.48)
H (-3.39, -4.26, -4.01)
H (-0.90, -5.74, -2.35)
H (-2.53, -5.42, -1.73)
H (-1.13, -4.59, -1.01)
C (2.22, 3.46, -0.69)
C (0.99, 3.74, -1.57)
C (1.16, 5.11, -2.23)
C (0.93, 2.68, -2.67)
Si (-0.55, 3.59, -0.45)
O (-0.76, 2.18, 0.24)
C (-0.39, 4.97, 0.86)
C (-0.56, 6.33, 0.61)
C (-0.39, 7.28, 1.61)
C (-0.05, 6.89, 2.90)
C (0.12, 5.54, 3.17)
C (-0.05, 4.60, 2.16)
C (-2.13, 3.97, -1.46)
C (-2.39, 5.10, -2.25)
C (-3.59, 5.26, -2.93)
C (-4.58, 4.29, -2.83)
C (-4.35, 3.16, -2.05)
C (-3.14, 3.01, -1.38)
H (3.13, 3.49, -1.29)
H (2.15, 2.47, -0.23)
H (2.32, 4.21, 0.11)
H (2.10, 5.14, -2.80)
H (1.21, 5.92, -1.49)
H (0.35, 5.33, -2.93)
H (1.82, 2.73, -3.31)
H (0.05, 2.80, -3.31)
H (0.88, 1.67, -2.22)
H (-0.84, 6.67, -0.38)
H (-0.54, 8.34, 1.39)
H (0.07, 7.63, 3.68)
H (0.39, 5.21, 4.17)
H (0.10, 3.54, 2.38)
H (-1.64, 5.87, -2.35)
H (-3.76, 6.14, -3.53)
H (-5.52, 4.41, -3.35)
H (-5.11, 2.40, -1.96)
H (-2.95, 2.13, -0.77)

Highest occupied orbital energy (eV): -2.84
Net charge: -1

The net atomic charges from Mulliken, expressed in e, are: -0.249, -0.819, 0.318, -0.637, 0.352, -0.667, 0.109, -0.744, -1.133, 0.015, 0.298, 0.414, 0.362, 0.147, 0.302, 0.122, 0.308, 0.315, 0.343, 0.373, 0.357, -0.684, -0.532, 0.226, 0.312, 0.248, 0.512, -0.566, 0.467, -0.599, -0.786, -0.636, 0.259, -1.177, 0.471, -0.680, 0.451, -0.484, 0.372, 0.350, 0.295, 0.304, 0.371, 0.373, 0.283, 0.325, 0.348, 0.290, -1.872, 2.584, -1.974, -1.383, 0.158, -1.288, 0.335, -0.035, -0.828, -0.429, -0.709, -0.108, 0.574, -0.079, -0.856, -0.401, -0.624, -0.273, 0.445, 0.251, 0.343, 0.525, 0.341, 0.294, 0.531, 0.307, -0.131, 0.137, 0.400, 0.344, 0.422, 0.335, 0.090, 0.383, 0.352, 0.407, 0.438

***

Quick rundown of molar mass, same order as above: 443.42, 638.21 g mol⁻¹